ORCA calculation (wB97M-V/def2-TZVPD) on 2 unconnected molecules or ions with the total composition C4H5N3 in a non-equilibrium geometry.

```
12
Properties=species:S:1:pos:R:3:forces:R:3
N 1.724 2.368 -0.195 0.1 0.3 0.0
C 1.521 1.273 0.087 0.2 0.6 -0.2
C 1.228 -0.055 0.424 -0.6 -0.1 0.1
C 2.009 -1.023 0.016 0.6 -0.5 0.1
N 2.835 -1.881 -0.150 0.3 -0.1 0.3
H 0.260 -0.251 0.857 -0.1 -0.3 0.0
H 2.968 -2.437 -0.978 -0.3 0.0 -0.3
C -2.531 0.797 -0.017 -0.5 0.6 -0.2
N -1.954 -0.302 0.133 0.5 -0.9 0.3
H -3.581 0.943 -0.295 0.1 -0.2 0.0
H -1.947 1.697 0.125 0.1 0.2 0.0
H -2.533 -1.130 -0.006 -0.2 0.3 -0.1
```
Positions in Å, forces in eV/Å.

SMILES	N#CC=C=N.C=N
ΔE to the lowest compared entry with this formula, charge and spin	71.9	kcal per mole
gap between HOMO and LUMO	9.979	eV
LUMO level	0.81	eV